(1)
{
  "formula": "C25H16N5O2SV",
  "method": "ωB97M-V/def2-TZVPD",
  "symbols": ["V", "C", "C", "C", "C", "N", "C", "N", "C", "N", "C", "N", "C", "C", "C", "C", "C", "N", "C", "C", "C", "C", "C", "C", "H", "H", "H", "H", "H", "H", "H", "H", "H", "H", "H", "H", "O", "C", "O", "C", "C", "C", "C", "C", "C", "S", "H", "H", "H", "H"],
  "coordinates": [[0.30, -0.34, -0.41], [-1.29, -1.82, 3.18], [-2.20, -0.82, 3.53], [-2.07, 0.43, 2.98], [-1.06, 0.68, 2.04], [-0.25, -0.32, 1.63], [-0.34, -1.53, 2.23], [-0.92, 1.99, 1.64], [-0.10, 2.37, 0.73], [0.64, 1.59, -0.12], [1.44, 2.37, -0.90], [2.32, 1.99, -1.76], [2.77, 0.69, -1.87], [3.71, 0.47, -2.89], [4.38, -0.72, -2.96], [4.13, -1.69, -1.99], [3.15, -1.45, -1.06], [2.44, -0.31, -1.01], [1.16, 3.78, -0.58], [1.68, 4.96, -1.08], [1.21, 6.15, -0.54], [0.25, 6.15, 0.47], [-0.27, 4.96, 0.97], [0.20, 3.78, 0.43], [-1.34, -2.81, 3.61], [-2.99, -1.02, 4.24], [-2.72, 1.25, 3.24], [0.36, -2.27, 1.89], [3.89, 1.28, -3.58], [5.11, -0.90, -3.73], [4.66, -2.63, -1.97], [2.88, -2.20, -0.33], [2.43, 4.95, -1.87], [1.59, 7.09, -0.91], [-0.10, 7.09, 0.87], [-1.01, 4.95, 1.76], [-3.48, -0.49, -0.27], [-2.48, -1.09, -0.59], [-1.43, -0.46, -1.08], [-2.40, -2.59, -0.49], [-3.62, -3.23, -0.29], [-3.72, -4.60, -0.18], [-2.56, -5.36, -0.26], [-1.34, -4.75, -0.44], [-1.22, -3.35, -0.56], [0.42, -2.77, -0.78], [-4.50, -2.60, -0.22], [-4.68, -5.07, -0.03], [-2.61, -6.44, -0.18], [-0.44, -5.34, -0.50]],
  "spin_multiplicity": 3,
  "orbital_gap_ev": [6.505, 6.650],
  "e_homo_ev": [-7.569, -7.722],
  "total_charge": 0,
  "e_above_lowest_kcal_mol": 0.0,
  "e_lumo_ev": [-1.06, -1.07],
  "total_energy_ev": -74256.972
}

***

(2)
{
  "formula": "C12H30Cu2NO4",
  "method": "ωB97M-V/def2-TZVPD",
  "symbols": ["Cu", "Cu", "C", "C", "C", "C", "N", "C", "C", "C", "C", "C", "H", "H", "H", "H", "H", "H", "H", "H", "H", "H", "H", "H", "H", "H", "H", "H", "H", "H", "H", "H", "C", "O", "H", "H", "H", "C", "O", "H", "H", "H", "C", "O", "H", "H", "H", "O", "H"],
  "coordinates": [[-0.86, 3.10, -3.36], [-0.23, 3.02, -0.53], [-2.14, -3.73, 3.39], [-1.18, -3.94, 2.21], [-0.67, -2.55, 1.53], [0.24, -2.83, 0.33], [0.56, -1.47, -0.49], [1.39, -1.71, -1.76], [2.86, -1.53, -1.23], [2.87, -0.64, -0.03], [1.34, -0.44, 0.31], [-0.79, -0.77, -0.96], [-2.60, -4.64, 3.78], [-2.91, -3.06, 3.02], [-1.66, -3.21, 4.22], [-1.71, -4.44, 1.41], [-0.32, -4.47, 2.63], [-0.02, -1.94, 2.16], [-1.54, -1.96, 1.25], [-0.28, -3.46, -0.38], [1.21, -3.22, 0.67], [1.23, -0.90, -2.47], [1.03, -2.65, -2.19], [3.55, -1.23, -2.02], [3.14, -2.51, -0.84], [3.29, 0.29, -0.42], [3.53, -1.08, 0.71], [1.14, 0.52, -0.16], [1.22, -0.32, 1.38], [-0.57, -0.33, -1.93], [-1.08, 0.05, -0.30], [-1.47, -1.59, -1.22], [0.57, 2.33, 2.97], [-0.16, 2.60, 1.83], [1.27, 1.50, 2.93], [1.14, 3.19, 3.32], [-0.05, 2.12, 3.84], [0.80, 6.06, -1.60], [-0.10, 5.15, -2.19], [1.46, 5.53, -0.92], [1.28, 6.71, -2.34], [0.25, 6.67, -0.88], [-3.55, 1.62, -2.32], [-2.60, 2.48, -1.72], [-3.65, 1.78, -3.39], [-3.23, 0.58, -2.27], [-4.54, 1.72, -1.88], [0.83, 1.89, -2.18], [1.74, 1.69, -1.89]],
  "spin_multiplicity": 2,
  "orbital_gap_ev": [2.565, 5.839],
  "e_homo_ev": [2.124, -1.180],
  "total_charge": -2,
  "e_lumo_ev": [4.69, 4.66],
  "total_energy_ev": -111880.606
}

***

(3)
{
  "formula": "C26H38N2O4",
  "method": "ωB97M-V/def2-TZVPD",
  "symbols": ["C", "C", "C", "C", "C", "C", "C", "O", "C", "C", "O", "C", "N", "C", "C", "C", "C", "N", "C", "C", "O", "C", "O", "C", "C", "C", "C", "C", "C", "C", "C", "C", "H", "H", "H", "H", "H", "H", "H", "H", "H", "H", "H", "H", "H", "H", "H", "H", "H", "H", "H", "H", "H", "H", "H", "H", "H", "H", "H", "H", "H", "H", "H", "H", "H", "H", "H", "H", "H", "H"],
  "coordinates": [[1.36, 2.48, -1.55], [1.29, 2.09, -0.10], [0.07, 1.92, 0.54], [0.02, 1.55, 1.87], [1.19, 1.36, 2.58], [2.42, 1.53, 1.96], [2.48, 1.87, 0.61], [3.63, 2.05, -0.11], [4.86, 1.62, 0.42], [4.98, 0.08, 0.52], [6.22, -0.28, 1.07], [4.72, -0.58, -0.85], [3.93, -1.80, -0.80], [2.52, -1.58, -0.48], [1.97, -2.59, 0.52], [0.53, -2.25, 0.86], [-0.36, -2.23, -0.39], [-1.68, -1.71, -0.03], [-2.59, -2.67, 0.56], [-3.84, -1.95, 1.07], [-4.61, -2.78, 1.91], [-4.73, -1.42, -0.08], [-4.13, -0.40, -0.85], [-4.01, 0.86, -0.34], [-4.52, 1.28, 0.89], [-4.35, 2.59, 1.30], [-3.68, 3.50, 0.50], [-3.19, 3.08, -0.73], [-3.34, 1.78, -1.16], [-2.79, 1.33, -2.48], [0.24, -1.31, -1.45], [1.69, -1.66, -1.76], [1.89, 1.71, -2.12], [1.92, 3.41, -1.66], [0.36, 2.61, -1.96], [-0.84, 2.07, -0.01], [-0.94, 1.41, 2.35], [1.16, 1.08, 3.62], [3.32, 1.38, 2.53], [5.06, 2.07, 1.41], [5.61, 2.00, -0.28], [4.24, -0.29, 1.24], [6.93, -0.02, 0.46], [5.68, -0.83, -1.32], [4.19, 0.12, -1.50], [4.35, -2.44, -0.13], [2.37, -0.58, -0.05], [2.57, -2.57, 1.43], [2.04, -3.59, 0.09], [0.14, -2.98, 1.57], [0.47, -1.26, 1.32], [-0.43, -3.26, -0.80], [-2.12, -1.28, -0.83], [-2.10, -3.14, 1.41], [-2.89, -3.47, -0.15], [-3.52, -1.12, 1.70], [-4.83, -3.59, 1.42], [-5.69, -1.09, 0.34], [-4.92, -2.23, -0.79], [-5.05, 0.60, 1.53], [-4.74, 2.90, 2.26], [-3.55, 4.52, 0.82], [-2.67, 3.79, -1.36], [-2.50, 2.18, -3.09], [-1.92, 0.69, -2.33], [-3.54, 0.74, -3.01], [0.18, -0.29, -1.07], [-0.36, -1.37, -2.37], [2.09, -0.97, -2.51], [1.76, -2.67, -2.17]],
  "orbital_gap_ev": 8.945,
  "smiles": "Cc1ccccc1OC[C@H](O)CN[C@H]1CC[C@H](NC[C@H](O)COc2ccccc2C)CC1",
  "e_homo_ev": -8.205,
  "total_charge": 0,
  "e_above_lowest_kcal_mol": 23.3,
  "e_lumo_ev": 0.74,
  "total_energy_ev": -38748.893
}

***

(4)
{
  "formula": "C2H3Cl3",
  "method": "ωB97M-V/def2-TZVPD",
  "symbols": ["C", "C", "H", "H", "H", "Cl", "Cl", "Cl"],
  "coordinates": [[-0.50, -0.64, -0.28], [0.46, 0.04, 0.54], [-0.34, -0.55, -1.41], [-0.55, -1.49, 0.17], [0.09, 0.03, 1.64], [-2.40, -0.12, 0.01], [1.59, -1.21, -0.04], [0.88, 1.66, -0.09]],
  "orbital_gap_ev": 11.341,
  "e_homo_ev": -10.781,
  "total_charge": 0,
  "e_above_lowest_kcal_mol": 46.5,
  "e_lumo_ev": 0.56,
  "total_energy_ev": -39688.096
}

***

(5)
{
  "formula": "C4H8N3",
  "method": "ωB97M-V/def2-TZVPD",
  "symbols": ["C", "N", "C", "N", "C", "C", "N", "H", "H", "H", "H", "H", "H", "H", "H"],
  "coordinates": [[-2.57, 0.35, 0.13], [-1.23, -0.06, -0.21], [0.08, 0.77, -0.08], [0.99, -0.22, -0.22], [2.42, 0.04, 0.12], [0.37, -1.43, -0.27], [-0.91, -1.30, -0.34], [-2.54, 0.50, 1.12], [-2.76, 1.41, -0.35], [-3.33, -0.28, -0.11], [0.12, 1.87, 0.24], [2.32, 0.81, 0.83], [3.04, -0.72, 0.50], [2.98, 0.50, -0.82], [1.05, -2.26, -0.55]],
  "orbital_gap_ev": 10.345,
  "smiles": "Cn1c[n+](C)cn1",
  "e_homo_ev": -14.794,
  "total_charge": 1,
  "e_above_lowest_kcal_mol": 88.9,
  "e_lumo_ev": -4.45,
  "total_energy_ev": -8738.928
}

***

(6)
{
  "formula": "C4H9N3",
  "method": "ωB97M-V/def2-TZVPD",
  "symbols": ["C", "C", "C", "N", "N", "C", "N", "H", "H", "H", "H", "H", "H", "H", "H", "H"],
  "coordinates": [[-0.13, 1.50, 1.20], [-0.73, 0.63, 0.17], [0.07, -0.61, -0.39], [-0.84, -1.64, -0.96], [0.97, -0.20, -1.42], [0.76, -1.19, 0.76], [1.37, -1.67, 1.58], [0.38, 0.96, 2.11], [-0.88, 2.12, 1.50], [0.73, 2.05, 0.84], [-1.21, 1.22, -0.64], [-1.69, 0.23, 0.70], [-0.48, -2.63, -0.65], [-0.82, -1.54, -1.94], [1.87, 0.08, -1.05], [0.63, 0.69, -1.81]],
  "orbital_gap_ev": 10.759,
  "smiles": "CCC(N)(N)C#N",
  "e_homo_ev": -9.855,
  "total_charge": 0,
  "e_above_lowest_kcal_mol": 34.6,
  "e_lumo_ev": 0.90,
  "total_energy_ev": -8763.023
}